# C40H63AgBN9O3Si

C40H63AgBN9O3Si as an isolated structure (the ωB97M-V functional and the def2-TZVPD basis, OMol25).

Summary:
HOMO energy = -1.3 eV
Frontier orbital gap = 5.45 eV
DFT total energy = -74610.39744 eV
Charge = -2

Each line ends with the Mulliken charge.
Cartesian coordinates (Å):
Ag1 0.04588 1.09133 1.07349  1.58
C1 0.63226 0.53516 4.41972  -1.54
C2 1.76805 -0.43255 4.11590  0.68
C3 3.09768 0.27475 3.85734  -1.32
C4 1.45363 -1.41936 3.02539  -0.31
C5 1.58201 -2.80158 3.18661  -0.77
C6 1.20123 -3.35364 1.98583  0.16
C7 0.91127 -4.83200 1.89004  0.41
C8 1.70349 -5.67335 0.89495  -1.49
C9 -0.60427 -5.05506 1.83777  -1.84
N1 0.91181 -2.33026 1.13518  0.56
N2 1.03816 -1.14151 1.80490  0.79
B1 0.50387 -2.42178 -0.37096  0.22
N3 1.31206 -1.42671 -1.28333  0.36
N4 1.14528 -0.07016 -1.23614  0.52
C10 1.87998 0.44770 -2.21049  -0.75
C11 2.57773 -0.56402 -2.87646  -1.04
C12 2.21049 -1.73327 -2.26113  0.24
C13 2.70612 -3.05523 -2.78950  0.05
C14 3.30662 -4.01704 -1.77133  -1.43
C15 1.65310 -3.70786 -3.68048  -1.58
C16 1.96620 1.88885 -2.65176  0.79
C17 1.47687 2.94335 -1.68006  0.22
C18 1.27106 2.03515 -4.01338  -1.59
N5 -1.04670 -2.33044 -0.55193  1.21
N6 -1.71882 -1.25225 -0.04638  -0.12
C19 -3.01472 -1.53988 -0.11149  -0.15
C20 -3.19571 -2.79048 -0.71268  -1.02
C21 -1.93638 -3.26566 -0.99578  -0.24
C22 -1.84515 -4.54201 -1.82112  0.42
C23 -2.10898 -4.19507 -3.29761  -1.67
C24 -0.70272 -5.54391 -1.69730  -1.57
C25 -4.18177 -0.69640 0.33787  0.55
C26 -4.80245 0.09081 -0.82195  -1.50
C27 -3.89120 0.16786 1.55663  -1.06
H1 0.94153 1.24253 5.19412  0.42
H2 0.32808 1.10706 3.54323  -0.18
H3 -0.25204 -0.00275 4.76147  0.50
H4 1.90064 -1.06200 5.00681  0.27
H5 3.01758 0.93420 2.99191  -0.17
H6 3.37888 0.88728 4.71776  0.42
H7 3.89634 -0.44416 3.66291  0.42
H8 1.84203 -3.33322 4.08744  0.36
H9 1.23620 -5.19067 2.87375  0.51
H10 1.34172 -5.57652 -0.12250  -0.07
H11 2.75836 -5.39644 0.90853  0.38
H12 1.62454 -6.72900 1.17264  0.49
H13 -1.06490 -4.48304 1.03430  0.41
H14 -0.84903 -6.11276 1.70350  0.39
H15 -1.05670 -4.70853 2.76689  0.35
H16 0.80227 -3.52470 -0.74082  -0.65
H17 3.27102 -0.46306 -3.69646  0.48
H18 3.52997 -2.75558 -3.44856  0.51
H19 2.53821 -4.54088 -1.21620  -0.14
H20 3.92312 -4.76245 -2.28153  0.56
H21 3.92985 -3.48723 -1.05046  0.34
H22 0.71816 -3.79561 -3.14068  0.04
H23 1.46435 -3.08786 -4.55841  0.39
H24 1.96100 -4.70362 -4.01100  0.41
H25 3.03590 2.07883 -2.81884  0.49
H26 0.42804 2.84357 -1.44455  -0.45
H27 2.01103 2.88332 -0.73753  -1.50
H28 1.63657 3.94112 -2.09835  0.54
H29 0.20335 1.82456 -3.91772  0.17
H30 1.38067 3.05498 -4.39060  0.41
H31 1.68184 1.34275 -4.74997  0.44
H32 -4.13166 -3.29031 -0.91158  0.50
H33 -2.72924 -5.09520 -1.48284  0.62
H34 -1.33225 -3.54954 -3.70219  0.26
H35 -2.14453 -5.10411 -3.90476  0.46
H36 -3.05596 -3.66631 -3.40051  0.42
H37 0.25260 -5.17350 -2.05825  0.15
H38 -0.57146 -5.87944 -0.67226  0.09
H39 -0.96202 -6.42112 -2.29831  0.61
H40 -4.94336 -1.43469 0.62720  0.40
H41 -4.18247 0.92880 -1.11079  0.22
H42 -4.94705 -0.54350 -1.70019  0.36
H43 -5.77413 0.49095 -0.52047  0.42
H44 -2.92763 0.65660 1.48441  -0.31
H45 -4.65880 0.93770 1.67050  0.33
H46 -3.86433 -0.43549 2.46202  0.46
N7 -3.39373 4.88302 -3.07117  -0.64
C28 -2.86400 3.93794 -2.18180  0.42
C29 -2.34574 2.73064 -2.64134  -0.51
C30 -1.82016 1.84122 -1.71938  -0.92
N8 -1.78827 2.07908 -0.41215  2.22
C31 -2.32734 3.21037 0.03071  -1.13
C32 -2.87479 4.16450 -0.80774  -0.96
H47 -2.98818 4.83043 -3.99450  0.22
H48 -3.35016 5.82735 -2.71499  0.23
H49 -2.33055 2.49695 -3.70012  0.31
H50 -1.38000 0.89891 -2.02909  0.01
H51 -2.31037 3.34114 1.10621  0.33
H52 -3.27641 5.08307 -0.39807  0.28
C33 1.69378 3.66328 3.54806  -1.56
Si1 1.53317 3.08718 1.72394  0.70
C34 3.40599 2.91869 1.25442  -1.90
C35 1.10504 4.82505 0.99432  0.87
C36 1.96023 5.60744 0.21402  -0.34
C37 1.59425 6.86335 -0.25553  -0.49
C38 0.34999 7.39054 0.05661  -0.61
C39 -0.51550 6.64511 0.84858  -0.50
C40 -0.13888 5.38966 1.29973  -0.46
H53 2.38521 4.51132 3.60130  0.46
H54 2.05310 2.87988 4.21494  0.40
H55 0.72080 3.98539 3.92355  0.24
H56 4.02907 3.59821 1.84672  0.39
H57 3.61779 3.12094 0.20228  0.55
H58 3.74855 1.89815 1.43353  0.35
H59 2.94015 5.22393 -0.04533  0.21
H60 2.28733 7.43440 -0.86591  0.36
H61 0.06008 8.37031 -0.30592  0.34
H62 -1.48871 7.04306 1.11522  0.43
H63 -0.82591 4.82742 1.92098  0.34
O1 -2.54476 0.19110 4.39562  -0.64
N9 -2.58835 1.42473 4.27223  0.88
O2 -3.31630 2.09796 5.02047  -0.79
O3 -1.90864 1.99384 3.39622  -0.44

Forces on the atoms, in the same order (eV/Å):
0.6 0.3 0.0
0.0 -0.1 0.1
0.0 0.0 0.1
-0.1 0.1 -0.1
0.0 0.0 0.2
-0.1 0.0 -0.1
0.1 -0.1 0.1
0.0 0.0 0.2
0.0 0.0 -0.1
0.0 0.0 -0.1
-0.2 0.0 0.2
0.1 0.1 -0.6
0.1 -0.1 -0.1
0.1 0.0 0.1
-0.4 0.1 -0.2
0.0 0.1 0.2
0.1 0.0 0.1
-0.1 -0.1 -0.2
0.2 0.1 0.0
-0.1 0.0 0.0
0.0 0.0 0.0
0.0 0.0 -0.1
0.2 0.0 0.0
0.0 0.0 0.0
0.0 0.3 -0.4
-0.2 -0.2 0.4
0.1 0.1 -0.2
0.0 0.0 0.1
-0.1 -0.2 0.0
0.0 0.0 -0.1
0.0 -0.1 0.0
0.0 0.0 0.1
0.0 -0.1 0.1
-0.1 -0.1 0.1
-0.1 -0.1 -0.1
-0.1 0.0 0.0
0.1 0.0 0.1
0.0 0.0 0.0
0.1 0.1 0.0
0.0 -0.1 0.1
0.0 0.0 0.0
0.0 0.0 0.0
0.0 0.0 0.0
0.0 0.0 0.0
0.0 0.0 0.0
0.0 0.0 0.0
0.0 0.0 0.0
0.0 0.0 0.0
0.0 0.0 0.0
0.0 0.0 0.0
0.0 0.0 0.0
0.0 0.0 0.0
0.0 0.0 0.1
0.0 0.0 0.0
0.0 0.0 0.0
0.0 0.0 0.0
0.0 0.0 0.0
0.0 0.0 0.0
0.0 0.0 0.0
0.0 0.0 0.0
-0.3 -0.1 0.0
-0.1 0.0 -0.2
0.0 0.0 0.0
0.0 0.0 0.0
0.0 0.0 0.0
0.0 0.0 0.0
0.0 0.0 0.0
0.0 0.0 0.0
0.1 0.1 0.0
0.0 0.0 0.0
0.0 0.0 0.0
-0.1 0.0 0.1
-0.1 0.0 0.0
0.0 0.0 0.0
0.0 0.0 0.0
0.2 0.2 -0.1
0.0 0.0 0.0
0.0 0.0 0.0
0.1 0.1 -0.1
0.0 0.0 0.1
0.0 0.1 0.0
0.0 0.0 0.0
0.0 0.1 0.0
0.0 0.0 0.0
0.0 0.0 0.0
0.0 -0.3 0.0
0.0 0.0 0.0
0.0 0.0 -0.1
0.0 0.0 0.1
0.0 -0.1 0.0
0.0 0.0 0.0
0.0 0.0 0.0
0.0 0.0 0.1
0.0 0.0 0.0
0.0 0.0 0.0
-0.1 -0.2 0.1
0.0 0.0 0.0
0.0 0.0 0.0
0.0 0.0 0.0
0.0 0.0 0.0
0.0 0.0 0.0
0.0 0.0 0.0
0.0 0.0 0.1
0.0 0.0 0.0
0.0 0.0 0.0
-0.1 0.0 0.0
0.0 0.0 0.0
0.0 0.0 0.0
0.0 0.0 0.0
0.0 0.0 0.0
0.0 0.0 0.0
0.0 0.0 0.0
0.0 0.0 0.0
-0.1 -0.1 0.1
0.1 -0.5 0.1
-0.1 0.1 0.0
-0.3 0.3 0.3
0.2 0.2 -0.4